Record 1
Below is a 2-piece molecular cluster, C5H14N2O3 overall in a non-equilibrium geometry, with properties calculated with ωB97M-V/def2-TZVPD.

The HOMO energy comes out at -8.41 eV. As for the charge: 0. Its structure (SMILES) is CC[C@@H](N)O.NCC(=O)O. The value obtained for the LUMO energy is 0.596 eV. The orbital gap is 9.00 eV.

XYZ file:
```
24
Properties=species:S:1:pos:R:3:forces:R:3
C -1.13687 0.88975 -1.20807 2.974 -2.234 -0.806
C 0.33378 -0.17944 -1.52605 -2.065 1.094 -1.389
C 1.54941 0.67911 -1.84254 -0.113 -0.204 0.082
N -2.28916 0.14846 -0.92595 -0.922 -0.170 0.236
O -0.82397 1.81269 -0.26886 -0.677 0.736 1.273
H -1.34388 1.62967 0.56923 0.782 0.205 -0.884
H -1.19689 1.34510 -2.20161 -0.037 0.008 0.078
H -2.54846 -0.50971 -1.64335 0.050 -0.009 -0.014
H -2.31316 -0.27567 -0.00688 0.048 0.000 -0.145
H -0.04119 -0.63292 -2.44994 0.078 0.124 -0.250
H 0.56850 -1.09038 -0.96566 -0.220 0.315 0.615
H 1.95221 1.12052 -0.93465 0.212 0.072 0.129
H 1.27290 1.51675 -2.48614 -0.015 -0.069 -0.048
H 2.33827 0.10428 -2.34470 -0.088 0.156 0.125
C 0.62271 -0.11098 1.59084 0.731 0.616 -2.308
C -0.77447 -0.22086 2.10925 -1.344 0.116 -0.520
N 1.33703 -1.37614 1.75596 0.318 -0.011 0.091
O -1.11363 -1.42993 2.54685 0.159 0.206 0.157
O -1.60351 0.67462 2.01670 0.590 -0.665 0.542
H -0.28879 -1.97122 2.46844 -0.101 0.131 -0.036
H 1.69288 -1.70998 0.86710 -0.040 0.004 0.117
H 2.12469 -1.29524 2.38857 -0.108 -0.020 -0.065
H 1.11277 0.74097 2.07100 -0.043 -0.104 -0.074
H 0.56882 0.14056 0.42047 -0.169 -0.298 3.094
```
Positions in Å, forces in eV/Å.



Record 2
Below is an isolated ion of composition C5H14N2OP and charge +1 in a non-equilibrium geometry, with properties calculated with ωB97M-V/def2-TZVPD.

The HOMO energy (alpha / beta) comes out at -10.22 / -14.52 eV. As for the charge: +1. The multiplicity is 3. The value obtained for the LUMO energy (alpha / beta) is -2.945 / -8.127 eV. The orbital gap (alpha / beta) is 7.27 / 6.39 eV.

XYZ file:
```
23
Properties=species:S:1:pos:R:3:forces:R:3
C 0.60053 -0.30571 0.47767 0.245 5.557 4.683
C 1.66553 0.22408 1.33079 1.589 2.245 0.908
C 2.08195 -1.39998 -1.23277 -1.482 0.526 1.757
C -0.34581 -1.86198 -1.07803 1.461 -0.534 -1.867
C -2.06341 2.51543 0.75154 3.524 1.380 1.223
N 0.79634 -1.16967 -0.44174 1.112 -5.286 -8.097
N -0.68963 -0.01415 0.73968 -1.287 1.641 5.716
O -1.33219 1.25059 -1.51776 1.459 0.203 -2.997
P -1.74730 0.98788 -0.18186 -1.091 1.123 2.706
H 1.26039 1.08266 1.97747 0.676 -1.389 -0.884
H 2.10649 -0.52531 1.95333 0.051 -0.758 0.974
H 2.66596 0.64793 0.89234 -2.005 -0.426 -0.168
H 1.75386 -2.22805 -1.81302 0.823 -0.690 -0.708
H 2.41909 -0.55866 -1.83323 -0.555 0.405 -0.100
H 2.88812 -1.59780 -0.53321 0.025 -0.393 0.100
H -1.34259 -1.69743 -0.69565 0.196 0.309 0.374
H -0.32705 -1.74975 -2.24999 0.128 0.067 2.279
H -0.05537 -2.89278 -0.86760 -0.599 -0.524 -0.231
H -2.18904 2.66666 1.89443 0.862 -0.690 -1.888
H -1.45383 3.37712 0.20128 -0.719 -1.934 1.553
H -2.98153 2.73492 0.41074 -3.770 0.746 -1.346
H -0.80530 0.24601 1.95330 0.121 -0.952 -4.431
H -2.90522 0.26800 -0.13770 -0.762 -0.627 0.443
```
Positions in Å, forces in eV/Å.



Record 3
Below is C5H14N2OS as an isolated structure in a non-equilibrium geometry, with properties calculated with ωB97M-V/def2-TZVPD.

The HOMO energy comes out at -7.45 eV. As for the charge: 0. The value obtained for the LUMO energy is 0.650 eV. The orbital gap is 8.10 eV.

XYZ file:
```
23
Properties=species:S:1:pos:R:3:forces:R:3
C 0.01630 -1.78733 0.52642 1.868 1.494 0.957
C 0.27699 -1.13339 -2.00197 2.531 1.501 3.187
C 1.62804 2.36707 1.80580 -3.409 1.556 1.733
C -1.11191 0.32848 -0.30127 1.471 -0.134 0.502
C -0.02853 -0.70729 -0.51092 2.097 1.677 -0.199
N -2.43195 -0.09121 -0.58677 -1.722 -0.996 -2.549
N 1.65499 0.97557 1.49950 -1.294 0.186 -0.445
O 1.63323 1.67180 -1.02374 -0.574 3.543 -1.764
S 1.86166 0.59027 -0.13886 -0.939 -5.713 1.294
H -0.96298 -2.04234 0.88662 -0.527 -1.091 -0.426
H 0.45794 -1.39128 1.50764 -0.253 -0.156 -1.240
H 0.73786 -2.51359 0.14305 -0.768 -0.782 0.485
H 0.31053 -0.21375 -2.61543 0.003 -0.704 0.038
H -0.48079 -1.80234 -2.23701 -1.198 -1.394 -1.136
H 1.31863 -1.63818 -1.91398 -1.778 0.662 -0.741
H 1.79588 2.62536 2.94269 -0.979 -0.866 -2.110
H 2.39482 2.85712 1.34717 2.262 1.576 -1.430
H 0.65031 2.82587 1.32110 1.813 -0.703 1.568
H -0.90792 1.11286 -1.07023 0.038 0.226 1.365
H -1.13960 0.57161 0.77320 0.714 0.818 -0.379
H -2.36706 -0.16818 -1.62156 -1.157 -0.350 0.827
H -2.74686 -1.00661 -0.22944 0.614 0.625 -0.073
H 2.30117 0.50091 2.06141 1.187 -0.974 0.536
```
Positions in Å, forces in eV/Å.



Record 4
Below is the molecule C5H14N2OSi in a non-equilibrium geometry, with properties calculated with ωB97M-V/def2-TZVPD.

The HOMO energy comes out at -8.67 eV. As for the charge: 0. Its structure (SMILES) is N[SiH](N)[C@H]1CCCCO1. The value obtained for the LUMO energy is 0.976 eV. The orbital gap is 9.65 eV.

XYZ file:
```
23
Properties=species:S:1:pos:R:3:forces:R:3
C -1.97025 -1.08375 -0.00354 0.194 -1.085 4.182
C -2.62076 0.27752 0.42179 -2.234 -0.948 -3.149
C -0.50116 -0.97983 0.44176 -0.361 1.932 -3.014
C -1.95332 1.16936 -0.57215 1.007 3.496 0.348
C 0.10222 -0.04622 -0.63115 2.948 1.324 2.259
N 3.34661 -1.01767 -0.27767 -0.796 1.565 -1.267
N 2.29499 0.87023 1.18482 0.235 1.568 0.974
O -0.55309 1.21557 -0.40390 1.700 -0.312 0.034
Si 2.25438 0.33650 -0.43853 -1.539 -0.391 -0.876
H -2.29738 -2.07988 0.40249 -0.678 1.237 0.069
H -1.89117 -1.25138 -1.02530 -0.603 0.107 -2.051
H -3.77240 0.37938 0.19765 2.080 -0.431 0.882
H -2.30894 0.65686 1.35421 -0.146 -0.191 1.519
H -0.30908 -0.48579 1.34218 -0.144 0.627 1.654
H -0.05358 -1.89576 0.48253 1.309 -2.601 -0.061
H -2.08460 0.84553 -1.55362 -0.922 -0.603 -1.901
H -2.13622 2.30028 -0.55903 -0.723 -1.574 0.302
H -0.02124 -0.34208 -1.63494 -0.566 -0.686 -1.327
H 3.20801 -1.87261 -0.72474 -0.161 -1.325 -1.147
H 3.71371 -1.20027 0.60678 0.402 -0.058 1.701
H 3.09789 1.38616 1.50740 1.066 -0.477 -0.136
H 1.63012 1.54717 1.51967 -1.191 -0.191 -0.365
H 2.82530 1.27067 -1.63676 -0.876 -0.983 1.372
```
Positions in Å, forces in eV/Å.



Record 5
Below is the molecule C5H14N2S in a non-equilibrium geometry, with properties calculated with ωB97M-V/def2-TZVPD.

The HOMO energy comes out at -8.79 eV. As for the charge: 0. Its structure (SMILES) is C[C@@H](N)CNCCS. The value obtained for the LUMO energy is 0.902 eV. The orbital gap is 9.69 eV.

XYZ file:
```
22
Properties=species:S:1:pos:R:3:forces:R:3
C -0.68173 0.64554 -0.12674 1.719 0.970 -0.807
N 0.40385 0.73700 1.05490 -2.440 -0.440 -3.149
C 1.70353 1.00672 0.45728 1.371 1.471 1.973
C 2.74773 -0.06144 0.14689 1.239 -1.248 1.373
S 3.67835 -0.06180 -1.39733 -0.102 0.175 -0.755
C -1.91558 -0.18739 0.17489 0.350 -0.221 4.215
N -1.51800 -1.55250 0.70676 2.303 -0.342 -2.338
C -3.03668 -0.10012 -0.84680 -0.419 -1.234 0.724
H -0.20003 0.21560 -1.06546 -0.187 0.304 0.982
H -0.97157 1.72656 -0.46138 0.401 -1.839 0.971
H 0.34252 -0.18822 1.44163 0.239 -0.474 0.409
H 2.20762 1.68302 1.16787 0.071 -0.378 0.391
H 1.62365 1.76051 -0.28365 -0.497 0.095 -1.584
H 3.53682 -0.20570 0.92487 -0.367 1.259 -0.231
H 2.41768 -1.06250 0.33410 -1.290 -0.763 -0.739
H 4.94802 0.15628 -0.99261 -0.450 0.064 0.277
H -2.22534 0.22917 1.24769 -0.151 -0.220 -2.395
H -0.97652 -2.16952 0.02333 -0.527 1.606 0.670
H -2.26331 -2.17663 0.86915 -1.633 -0.165 0.579
H -2.95090 -0.80454 -1.67597 0.265 -0.754 0.388
H -2.86763 0.79571 -1.44326 -1.194 0.789 0.692
H -4.00249 -0.38574 -0.25615 1.301 1.345 -1.645
```
Positions in Å, forces in eV/Å.



Record 6
Below is C5H14N3 as an isolated structure in a non-equilibrium geometry, with properties calculated with ωB97M-V/def2-TZVPD.

The HOMO energy (alpha / beta) comes out at -5.70 / -6.68 eV. As for the charge: 0. The multiplicity is 2. The value obtained for the LUMO energy (alpha / beta) is 0.553 / 0.429 eV. The orbital gap (alpha / beta) is 6.25 / 7.11 eV.

XYZ file:
```
22
Properties=species:S:1:pos:R:3:forces:R:3
C -1.44804 -1.21645 -0.14393 1.291 0.253 2.922
C -1.45906 0.31516 -0.43828 -2.492 0.414 0.117
C -0.54242 1.19808 0.40015 2.294 -0.380 1.102
C 0.94678 0.57352 0.14162 -1.135 -1.256 -1.433
C 1.18439 -0.67826 -0.64960 0.353 1.275 0.661
N 2.55203 -1.21628 -0.17205 -0.199 0.225 -1.419
N 2.25682 1.20962 0.79132 -0.888 0.772 -1.314
N -2.93434 0.71792 -0.26367 1.168 -0.958 -0.361
H -0.78020 -1.79123 -0.77250 -0.360 0.007 0.090
H -1.27494 -1.58520 1.00602 0.203 1.435 -2.542
H -2.45381 -1.43312 -0.22619 -2.123 -1.131 -0.862
H -1.33129 0.48933 -1.53752 0.442 -0.280 0.889
H -0.88035 1.10384 1.53551 0.889 -0.014 -2.128
H -0.50801 2.33611 0.22889 -0.400 -1.682 -0.323
H 1.13667 -0.75684 -1.77187 0.019 0.202 1.151
H 2.95605 -1.86041 -0.85708 -0.132 0.481 -0.107
H 2.52739 -1.78448 0.68759 -0.139 0.996 -0.040
H 3.07605 -0.30423 -0.12838 0.324 -0.605 0.974
H 1.44313 0.44212 1.22476 0.300 0.127 2.021
H 1.98929 2.22008 0.78659 0.239 -1.001 0.576
H -3.01266 1.70759 -0.37473 -0.416 0.468 0.411
H -3.44349 0.31315 0.53334 0.763 0.651 -0.385
```
Positions in Å, forces in eV/Å.



Record 7
Below is a 2-piece molecular cluster, C5H14N3 overall, with properties calculated with ωB97M-V/def2-TZVPD.

The HOMO energy comes out at -12.65 eV. As for the charge: +1. The value obtained for the LUMO energy is -4.675 eV. The orbital gap is 7.98 eV.

XYZ file:
```
22
Properties=species:S:1:pos:R:3:forces:R:3
C 1.02180 -1.52407 -2.59186 -0.127 -0.115 0.123
C 0.89082 -0.83067 -1.24435 0.185 0.151 -0.192
C -0.95736 -1.46837 0.24824 -0.101 0.008 0.010
N 0.17236 -1.68437 -0.29087 -0.155 -0.279 -0.003
H 1.56850 -2.46167 -2.50117 0.057 -0.031 -0.004
H 0.04256 -1.73723 -3.01852 0.009 0.055 -0.055
H 1.57455 -0.87919 -3.27005 -0.007 0.023 -0.032
H 1.87653 -0.64070 -0.81968 -0.044 0.063 0.061
H 0.34852 0.10870 -1.33127 -0.040 -0.007 0.109
H -1.39140 -2.25061 0.85741 0.011 0.072 0.160
H -1.50442 -0.54800 0.08465 0.035 0.013 -0.080
H 0.60585 -2.58363 -0.09669 0.088 0.012 -0.029
C 0.94093 1.57432 1.75684 -0.176 -0.009 0.185
N -0.46241 1.16957 1.84467 0.272 -0.195 0.095
C -1.33855 1.69239 0.92478 -0.239 0.141 0.213
N -2.59377 1.72410 1.12311 0.313 0.102 -0.346
H 1.51820 1.00912 2.48426 0.040 0.008 -0.014
H 1.33077 1.35331 0.76445 0.018 0.014 -0.035
H 1.07436 2.63933 1.95109 0.081 0.023 0.015
H -0.83678 1.13471 2.78974 -0.016 -0.024 -0.279
H -0.84056 2.02699 0.00748 -0.022 0.140 0.009
H -3.04047 2.17597 0.32775 -0.181 -0.169 0.090
```
Positions in Å, forces in eV/Å.



Record 8
Below is a 2-piece molecular cluster, C5H14N3 overall in a non-equilibrium geometry, with properties calculated with ωB97M-V/def2-TZVPD.

The HOMO energy comes out at -13.04 eV. As for the charge: +1. The value obtained for the LUMO energy is -3.470 eV. The orbital gap is 9.57 eV.

XYZ file:
```
22
Properties=species:S:1:pos:R:3:forces:R:3
C 1.81151 0.53889 -1.57630 0.316 -0.766 0.819
C 1.96128 0.29430 -0.28939 -0.464 -1.639 0.927
C -0.86716 1.07353 0.68022 -0.916 -0.487 0.140
C 2.52614 -1.04354 0.17631 1.365 2.496 3.129
C -1.49462 -1.23496 1.19509 -0.719 -0.334 0.985
N -1.49844 -0.02667 0.41020 -1.422 -0.550 -0.964
N -0.97190 2.02482 -0.21169 0.181 0.748 0.212
N -2.28339 0.00878 -0.78424 0.119 -3.987 -0.219
H 1.47427 1.42712 -1.96902 -0.846 2.117 -0.577
H 2.05381 -0.16889 -2.32442 0.448 -0.817 -0.454
H 1.61447 0.97267 0.50922 0.592 -0.058 -0.571
H -0.57189 1.14191 1.70761 1.184 0.447 0.084
H 3.51732 -0.86750 0.70470 -0.950 -0.068 -0.723
H 2.69524 -1.72351 -0.54197 0.846 -1.846 -3.323
H 2.03907 -1.69360 0.88391 -1.138 0.529 0.776
H -1.35664 -2.19119 0.72599 0.239 0.037 -1.392
H -0.73968 -1.24014 1.93002 1.213 0.579 0.754
H -2.39543 -1.36889 1.75807 -0.922 0.317 0.186
H -0.33381 2.78320 -0.31858 0.280 0.502 0.487
H -1.42403 1.70198 -1.04262 0.062 0.098 -0.850
H -2.65329 -1.00307 -0.87912 0.849 2.268 -0.235
H -3.10283 0.59476 -0.74400 -0.319 0.415 0.810
```
Positions in Å, forces in eV/Å.



One value per record, in order, for ΔE to the lowest compared entry with this formula, charge and spin: 1.849, 3.204, 0.533, 2.396, 2.146, 5.522, 2.225, 3.727 eV.